# 1
Here is a cluster of 9 separate species, C27H78N6O9 in total from OMol25. Energies are from ωB97M-V/def2-TZVPD.

```
120
Properties=species:S:1:pos:R:3:forces:R:3
H 16.576 10.535 0.566 -0.23 0.31 -0.17
H 18.832 11.478 1.101 -0.36 0.00 -0.19
C 20.537 13.276 12.466 0.07 0.09 -0.02
C 14.556 16.252 9.429 0.72 0.00 0.01
C 14.636 10.688 3.405 0.41 1.07 0.81
O 17.035 11.671 2.229 -0.65 -0.92 -0.38
O 14.820 14.009 6.327 0.71 -0.66 0.39
H 20.113 12.573 6.879 -0.15 0.28 0.23
H 15.465 16.083 8.838 0.11 -0.33 0.00
H 18.895 10.814 2.745 -0.37 -0.36 -0.06
H 14.769 9.108 10.172 0.22 0.27 0.10
H 21.710 10.996 10.186 0.22 -0.05 0.05
H 15.887 18.344 10.068 -0.31 -0.20 -0.25
H 18.997 14.703 5.364 -0.25 -0.19 0.06
N 16.456 8.493 7.950 -0.16 0.33 -0.67
H 19.685 12.762 12.022 0.06 -0.25 0.29
N 22.308 14.861 11.866 -0.10 0.41 -0.15
H 21.694 13.270 10.620 0.05 -0.50 0.36
H 14.646 7.698 6.155 0.22 0.03 -0.04
H 13.199 9.389 1.673 -0.01 0.31 0.06
H 14.505 9.462 6.397 -0.10 -0.01 -0.16
H 15.065 10.442 9.019 0.39 -0.19 -0.20
C 14.584 14.190 4.943 -0.61 1.62 1.17
H 24.547 10.216 8.292 0.43 -0.19 0.48
C 18.325 14.443 9.124 0.42 0.27 0.15
H 22.724 8.876 8.219 0.06 0.06 -0.14
O 14.920 16.581 10.770 -0.48 0.06 -0.88
H 18.756 12.528 2.547 0.40 -0.03 -0.30
H 13.986 12.837 9.734 -0.19 0.08 -0.02
O 18.943 15.449 3.470 0.66 0.58 -0.05
C 18.430 11.578 2.112 0.48 1.02 0.91
H 20.178 13.996 13.203 -0.07 0.16 -0.14
C 17.226 9.728 11.807 -0.56 -0.81 1.39
H 19.793 15.546 10.981 -0.08 -0.02 0.27
H 17.847 12.563 5.727 0.73 -0.28 -0.47
H 22.832 10.808 6.530 -0.14 -0.47 -0.26
C 22.631 9.919 8.523 -1.27 1.22 0.89
H 12.253 14.247 8.339 -0.15 -0.11 -0.73
H 13.046 6.477 7.815 0.04 0.18 0.15
H 17.448 14.579 4.404 -0.21 -0.15 1.10
C 14.268 8.482 6.821 0.76 0.39 0.16
H 16.949 10.203 14.260 -0.06 -0.15 0.21
H 18.892 7.766 12.592 0.01 -0.04 0.08
H 15.009 11.668 3.722 0.33 -0.22 0.21
C 22.103 10.768 7.347 0.55 -0.43 0.60
H 20.095 8.634 13.540 -0.23 0.32 0.24
H 18.363 15.188 2.755 -0.06 0.07 -0.05
H 23.860 11.422 8.986 -0.23 0.06 0.52
H 12.992 15.168 10.273 -0.23 -0.29 -0.05
H 14.042 14.288 6.867 0.24 0.17 -0.27
H 12.414 15.813 8.067 0.05 0.06 -0.29
O 19.286 13.835 9.952 0.22 -0.80 0.30
O 12.861 8.390 6.878 0.26 -0.31 0.81
H 19.028 11.195 10.383 -0.06 -0.01 0.23
C 14.889 10.558 1.906 -0.93 -0.14 2.00
H 17.768 15.182 9.708 -0.08 0.23 -0.20
H 14.095 17.098 8.906 -0.43 0.17 0.34
H 15.123 9.911 3.998 0.02 -0.07 -0.07
H 15.216 13.649 8.793 0.14 0.06 0.05
H 23.072 14.309 12.236 -0.09 -0.09 0.14
H 14.429 15.269 4.804 -0.15 -0.01 -0.38
H 12.342 6.536 6.179 0.23 -0.23 0.03
H 13.507 9.710 9.147 -0.08 -0.34 -0.23
C 21.169 12.843 6.806 0.37 -0.54 0.02
H 21.196 12.598 13.011 -0.07 -0.22 -0.16
N 23.894 10.405 9.059 1.09 0.08 -1.48
H 18.270 10.820 6.158 0.16 0.17 0.03
H 20.005 8.887 11.815 -0.08 -0.09 -0.04
H 21.906 9.222 10.406 -0.02 0.20 0.24
C 18.350 9.832 12.841 1.40 -0.12 0.74
H 13.641 13.698 4.701 0.45 -0.40 -0.80
H 21.362 13.902 6.958 -0.24 0.03 0.11
N 12.956 14.954 8.124 -0.60 -0.52 1.32
H 15.793 18.082 11.789 0.18 -0.10 0.06
C 19.397 8.726 12.710 0.05 -0.05 -1.10
H 15.124 13.874 10.566 0.07 0.13 -0.06
H 20.761 15.205 9.587 0.39 -0.13 -0.05
N 14.171 9.393 1.403 0.24 -0.12 -1.30
H 14.461 11.487 1.523 0.03 -0.24 -0.73
H 18.840 14.906 8.275 -0.23 0.26 -0.09
H 20.601 9.894 9.427 0.08 -0.18 -0.17
H 22.722 15.409 11.118 -0.08 0.03 -0.05
H 16.002 12.433 6.870 -0.10 0.13 -0.39
O 16.568 11.658 6.990 0.57 -0.68 0.16
O 17.626 9.623 10.473 0.40 0.87 -0.17
O 21.934 12.115 7.761 -0.47 -0.04 -0.15
H 13.590 10.749 3.712 -0.20 -0.43 -0.46
C 15.013 8.391 8.186 -0.76 0.29 -0.49
H 16.499 9.354 7.400 0.33 -0.13 -0.24
H 15.498 13.983 4.393 -0.36 -0.79 -0.20
H 21.168 10.279 7.053 -0.16 0.36 -0.38
H 11.402 7.149 7.504 0.12 -0.13 0.31
H 18.287 10.758 8.869 -0.22 -0.26 -0.02
C 21.268 13.978 11.342 -0.12 -0.19 -0.98
N 17.856 9.738 14.234 -1.34 0.37 -0.55
C 18.091 10.867 9.934 0.11 -0.08 0.10
C 13.664 15.007 9.426 1.41 0.73 0.25
H 14.715 7.407 8.554 0.47 -0.01 0.47
C 14.578 9.476 9.162 -1.01 -0.05 0.61
H 16.880 9.617 1.944 -0.31 -0.11 0.68
H 16.639 8.830 12.025 0.20 -0.22 -0.05
H 16.934 11.192 5.023 0.39 -0.03 -0.31
H 18.417 10.286 14.875 0.33 -0.08 -0.18
C 18.284 15.208 4.708 0.01 -0.37 -0.84
C 20.275 14.719 10.442 -0.47 0.96 0.09
H 14.534 8.490 1.675 0.41 0.20 0.21
H 16.517 10.535 12.038 0.07 0.43 -0.62
C 15.929 17.568 10.837 0.07 0.13 0.50
H 21.465 12.575 5.787 0.21 0.10 -0.06
H 18.837 10.803 12.700 0.08 0.00 -0.14
H 17.622 13.705 8.742 0.17 -0.23 0.12
H 16.926 8.810 8.798 -0.27 -0.57 0.17
H 17.336 11.646 10.059 -0.07 0.04 0.05
H 16.921 17.111 10.804 0.07 0.00 -0.01
C 12.425 7.059 7.138 -0.77 0.47 -0.91
H 17.948 16.119 5.209 -0.08 0.06 -0.22
C 17.506 11.541 5.882 -1.88 0.78 0.88
C 16.377 10.546 1.645 0.71 -0.28 -1.14
C 21.649 10.018 9.709 -0.30 -0.49 -0.45
C 14.550 13.768 9.646 -0.57 0.02 -0.11
```
Forces are in eV/Å.

- E_HOMO: -8.78 eV
- Net charge: 0
- Structure (SMILES): COC[C@H](C)N.COC[C@H](C)N.COC[C@H](C)N.COC[C@H](C)N.COC[C@H](C)N.COC[C@H](C)N.CO.CO.CO
- Gap between HOMO and LUMO: 9.27 eV

---

# 2
Here is a structure of composition C17H30N from OMol25. Energies are from ωB97M-V/def2-TZVPD.

```
48
Properties=species:S:1:pos:R:3:forces:R:3
N 2.614 1.473 -0.145 -2.19 7.85 7.94
C -1.095 0.337 -0.523 4.39 2.53 -6.40
H -3.262 -1.227 -0.586 2.06 -12.77 -1.80
C 3.382 -0.560 0.613 -2.56 0.00 2.21
H -7.794 -1.656 -0.143 -0.20 0.52 0.46
H -0.205 2.380 0.404 0.13 -3.60 -1.24
H -7.369 -0.184 0.609 -3.00 8.88 1.55
H 0.276 0.665 0.948 -0.03 -0.39 2.16
C -2.307 0.234 0.088 -1.12 6.54 10.46
C 3.657 1.867 -1.029 -0.14 -4.51 -4.02
H 5.961 -2.532 -0.712 0.41 1.32 -0.34
H -6.151 -0.541 -1.449 1.74 -1.56 2.39
H -2.171 -0.028 1.220 0.00 -0.92 -1.85
C 4.087 -3.225 -0.321 -3.86 3.32 0.13
H -5.615 -2.243 -0.558 0.68 2.45 -0.08
C 2.944 0.810 1.199 8.07 -2.79 -8.49
C -5.719 -1.079 -0.409 -3.71 -0.16 -0.61
H -3.551 0.076 -1.294 -2.00 4.61 -9.74
H 3.729 0.787 -1.425 0.97 1.53 -0.91
H -4.713 -0.727 1.526 1.49 1.07 -3.52
C -4.591 -0.237 0.290 -5.74 -3.35 3.91
H 2.049 3.765 -0.238 -0.28 -2.55 2.21
C 4.618 -0.943 0.327 7.45 -0.71 -5.62
H 3.919 1.095 1.498 0.27 1.59 1.13
C 2.729 -3.129 0.105 6.91 11.27 0.27
H 1.447 0.232 -1.130 0.48 -4.56 -2.46
H -5.161 0.660 0.534 1.07 0.89 -0.66
H 5.493 -0.208 0.215 -1.37 -0.60 1.00
C -7.115 -1.058 0.485 4.92 -9.97 -2.68
H 4.252 -4.133 -0.696 1.68 -3.54 -1.41
H 1.650 2.956 1.526 0.38 -0.55 -0.89
H 4.607 1.947 -0.564 0.60 1.06 0.54
H 2.260 0.537 1.782 -6.06 -0.56 4.84
H -1.246 0.932 -1.656 0.29 -2.29 2.50
H -2.648 1.458 0.705 0.61 -2.60 -2.59
C -3.399 -0.357 -0.515 -1.75 6.34 8.65
C 1.387 1.108 -0.700 -5.04 6.23 -2.93
C 2.328 2.928 0.649 -1.41 2.51 -3.94
H 3.260 3.391 0.834 1.38 -0.48 0.90
C 4.983 -2.101 -0.522 -2.83 -1.23 4.94
H -6.936 -1.646 1.409 -0.18 0.63 -0.32
H 1.113 1.973 -1.554 1.33 -2.46 1.60
C 2.449 -1.505 0.510 -4.95 -7.89 0.79
H 3.325 2.492 -1.944 0.58 -0.60 2.17
H 1.334 -1.488 1.003 2.76 0.72 -1.44
H 1.988 -3.744 0.175 -4.06 -3.89 0.38
C 0.031 1.183 0.069 0.84 2.20 1.71
H -0.824 -0.732 -0.612 0.97 0.46 -0.85
```
Forces are in eV/Å.

- E_HOMO: -12.08 eV
- Net charge: +1
- Gap between HOMO and LUMO: 9.11 eV

---

# 3
Here is a structure of composition C43H43NO7PbS5Te from OMol25. Energies are from ωB97M-V/def2-TZVPD.

```
101
Properties=species:S:1:pos:R:3:forces:R:3
C 1.162 3.075 -6.174 0.01 -0.07 -0.02
C -0.945 1.445 -2.780 -0.39 0.33 0.29
H -0.638 6.627 2.697 0.00 0.02 0.01
H -4.320 2.287 1.717 -0.07 -0.02 0.01
H -0.226 3.161 2.666 -0.08 -0.04 0.06
C 2.727 1.671 -2.031 -0.07 -0.02 -0.03
C 1.103 4.447 0.782 -0.14 0.06 -0.29
O 5.918 1.620 1.549 0.16 -0.23 -0.01
H 1.131 3.836 -4.163 -0.02 -0.04 -0.02
C -0.407 5.952 1.880 -0.03 -0.06 -0.15
C 4.737 1.722 1.256 -0.22 0.13 -0.05
H 2.053 3.924 0.729 -0.52 0.10 -0.27
S -3.122 -2.219 -2.444 0.10 -0.16 0.11
H -3.090 -0.274 3.916 -0.01 -0.01 0.07
C 2.968 1.538 -0.606 -0.03 -0.28 0.09
C -2.101 1.774 -2.109 0.53 -1.32 -0.16
O 2.075 1.162 0.240 0.00 0.10 -0.18
C 3.767 1.014 3.462 0.02 -0.03 0.07
C -2.561 -1.145 3.531 0.00 -0.01 -0.07
Pb 0.239 -0.275 0.061 -0.07 0.05 0.11
H 3.850 -6.673 -1.025 0.01 0.00 0.00
C 1.423 0.695 -6.388 -0.01 0.07 0.02
C -1.107 -1.154 3.988 0.08 0.00 -0.06
C -1.177 2.733 2.997 0.03 -0.22 -0.08
H -3.529 1.547 3.102 -0.08 -0.01 0.03
H -3.951 0.256 0.341 -0.01 0.01 0.03
C 2.747 3.565 3.867 0.07 -0.09 0.07
C 3.398 -5.797 -0.575 -0.01 0.04 0.03
H 1.022 4.050 -6.624 0.00 0.01 0.00
H 3.001 -4.234 2.394 0.00 -0.02 -0.02
C 1.399 1.564 -2.700 0.03 0.00 -0.13
H 2.321 2.912 5.871 0.00 0.01 -0.01
C 5.119 2.164 -2.412 -0.02 -0.02 -0.15
C 2.918 -4.433 1.332 -0.06 0.05 -0.04
H 4.050 -6.240 1.434 0.00 -0.01 0.02
C 4.307 1.783 -0.161 -0.01 0.10 0.07
N 0.274 1.407 -2.094 0.24 0.06 0.10
H 2.347 4.563 4.014 0.11 -0.21 0.14
H -3.056 -2.029 3.936 -0.02 0.00 0.07
H 1.575 5.501 2.600 -0.16 0.09 -0.20
S -0.053 0.195 3.409 0.07 -0.01 0.04
C 2.731 2.641 4.905 -0.10 -0.03 -0.12
H 1.491 -0.193 -7.005 0.00 0.00 0.02
O -3.446 -1.854 -3.794 -0.07 0.05 -0.02
H 4.160 0.018 3.297 0.00 0.04 0.00
C 3.288 3.217 2.634 0.14 0.02 0.15
H 3.643 2.028 -3.921 -0.04 0.01 -0.02
H -0.955 1.540 -3.858 0.12 -0.07 -0.13
H -1.880 -0.440 -2.410 -0.10 -0.05 0.28
C 0.833 5.318 1.831 0.01 0.18 -0.16
C -0.932 1.645 4.044 0.09 0.07 -0.10
C -1.098 4.856 -0.180 0.07 0.05 0.04
C 6.222 2.483 -3.395 -0.07 -0.01 0.08
O -2.333 -1.050 -1.761 -0.05 0.25 -0.11
C 2.095 -3.739 -0.829 -0.03 -0.03 0.03
H 0.376 3.518 -1.000 0.00 0.04 0.03
H 6.305 1.713 -4.167 0.00 0.01 0.02
H -4.892 -0.082 1.790 -0.04 0.02 -0.05
S 1.544 -2.160 1.517 0.10 -0.10 0.00
C 3.505 -5.557 0.792 -0.04 0.06 -0.03
O -4.169 -2.580 -1.532 -0.01 0.03 -0.12
H -1.761 3.545 3.436 0.05 0.05 0.06
C 1.481 0.578 -5.005 0.03 -0.11 0.05
Te -2.559 4.475 -1.661 -0.10 0.52 0.07
H -0.312 2.061 4.840 -0.09 0.12 0.06
H 6.329 2.227 -0.645 -0.04 -0.02 -0.03
C 1.365 -2.903 -1.888 0.00 0.10 0.00
O 0.722 -1.844 -1.560 0.17 -0.03 0.06
C -1.361 5.718 0.893 0.19 -0.04 0.04
H -2.331 6.199 0.959 0.03 0.00 -0.02
S -1.957 2.229 1.446 0.00 -0.07 0.21
C -3.901 0.210 1.432 0.03 -0.09 0.08
C 3.812 1.956 -2.854 0.02 0.02 -0.08
H -0.587 -2.033 3.596 -0.07 -0.03 0.06
H 1.591 -0.396 -4.536 -0.02 0.02 -0.03
H -3.027 1.698 -2.666 -0.02 0.28 0.06
C 0.152 4.223 -0.210 -0.05 0.11 0.08
C -3.546 1.576 2.013 0.12 -0.07 -0.03
C 1.265 1.944 -6.977 0.00 0.00 0.09
C 2.705 -4.891 -1.350 -0.01 0.06 0.05
H -2.181 1.562 -1.046 0.07 0.39 -0.19
O 1.402 -3.318 -3.051 -0.08 0.02 -0.03
H 1.210 2.034 -8.055 0.01 0.00 -0.01
H -1.869 1.314 4.492 -0.01 0.00 0.02
H 7.185 2.551 -2.883 -0.04 -0.01 -0.02
S -2.747 -1.163 1.731 0.00 0.06 -0.12
H 3.321 3.943 1.829 0.30 -0.11 0.35
C -1.913 -3.487 -2.460 0.12 -0.09 -0.06
H 2.606 -5.043 -2.416 -0.01 0.01 -0.01
H 6.046 3.436 -3.903 0.01 -0.02 0.01
H -1.070 -1.194 5.081 -0.01 -0.05 -0.02
C 2.193 -3.496 0.560 0.03 -0.01 -0.05
C 3.826 1.950 2.437 0.03 0.10 -0.07
H -1.056 -3.161 -3.058 -0.10 -0.09 0.12
C 5.338 2.073 -1.060 -0.04 0.05 0.12
C 1.388 1.709 -4.201 0.07 0.00 0.03
H 3.171 0.617 5.478 0.00 0.03 -0.02
C 3.220 1.358 4.688 -0.06 -0.06 -0.05
H -2.390 -4.370 -2.888 0.09 0.02 0.04
C 1.224 2.957 -4.793 -0.01 0.08 0.02
H -1.604 -3.658 -1.427 -0.01 -0.03 -0.15
```
Forces are in eV/Å.

- E_HOMO: -1.35 eV
- Net charge: -2
- Gap between HOMO and LUMO: 4.97 eV

---

So what do the calculations give for ΔE to the lowest compared entry with this formula, charge and spin? Going down the list: 200.4, 1600.5, 167.3 kJ/mol.